No. 1
C25H35CuGeN7O2S2Se as an isolated structure, computed with wB97M-V/def2-TZVPD.

Geometry as ORCA input:
```
! RIJCOSX wB97M-V def2-TZVPD def2/J DEFGRID3
* xyz -1 1
Cu -2.28 1.07 -0.34
N 1.97 -5.70 1.25
C 0.91 -4.94 0.72
C 1.11 -4.13 -0.39
C 0.08 -3.34 -0.88
C -1.17 -3.37 -0.27
C -1.38 -4.20 0.83
C -0.35 -4.97 1.32
S -2.49 -2.37 -0.89
O -3.69 -3.15 -0.77
O -2.08 -1.97 -2.22
N -2.53 -1.03 -0.01
C -3.09 -0.98 1.22
N -3.36 -2.06 1.97
C -3.91 -1.84 3.16
C -4.18 -0.58 3.66
C -3.82 0.48 2.83
N -3.29 0.30 1.64
H 2.68 -5.93 0.57
H 1.67 -6.51 1.76
H 2.08 -4.11 -0.88
H 0.22 -2.71 -1.75
H -2.36 -4.21 1.28
H -0.52 -5.61 2.18
H -4.13 -2.72 3.75
H -4.62 -0.43 4.63
H -3.97 1.51 3.14
C -0.91 0.84 -3.85
N -2.24 0.64 -3.33
C -3.09 1.63 -3.05
N -2.73 2.87 -3.47
S -4.53 1.38 -2.21
H -0.43 -0.13 -3.92
H -0.31 1.47 -3.19
H -0.94 1.29 -4.85
H -2.44 -0.28 -2.92
H -1.74 3.07 -3.56
H -3.27 3.60 -3.04
C -1.50 2.92 -0.38
C -0.85 3.14 0.89
C 0.56 3.18 1.03
C 1.17 3.31 2.25
C 0.41 3.44 3.42
C -0.98 3.45 3.31
C -1.59 3.31 2.08
C 1.05 3.58 4.69
N 1.56 3.70 5.72
H -0.84 3.12 -1.23
H -2.44 3.47 -0.48
H 1.16 3.07 0.13
H 2.25 3.32 2.32
H -1.58 3.57 4.21
H -2.67 3.30 2.02
C 4.29 1.94 -0.21
Ge 4.03 0.50 -1.50
C 5.74 -0.40 -1.83
C 3.36 1.21 -3.20
C 2.73 -0.77 -0.77
Se 0.96 0.06 -0.74
C 0.50 -0.36 1.10
H 4.92 2.73 -0.63
H 4.76 1.56 0.70
H 3.32 2.37 0.06
H 6.48 0.29 -2.24
H 5.62 -1.22 -2.54
H 6.14 -0.82 -0.90
H 3.99 2.04 -3.55
H 2.34 1.59 -3.08
H 3.35 0.44 -3.97
H 3.00 -1.00 0.26
H 2.69 -1.70 -1.33
H 1.32 -0.06 1.75
H 0.29 -1.42 1.20
H -0.39 0.22 1.34
*
```

Properties
Orbital gap = 6.3 eV
Lowest unoccupied orbital energy = 2.234 eV
Energy above the lowest of the compared OMol25 structures with the same formula, charge and spin = 0.157 eV



No. 2
C25H35N6O2SY as an isolated structure at a distorted geometry, computed with wB97M-V/def2-TZVPD.

Geometry as ORCA input:
```
! RIJCOSX wB97M-V def2-TZVPD def2/J DEFGRID3
* xyz 2 1
Y 0.45 -0.19 -0.38
C 1.27 -0.08 -3.73
C -0.21 0.30 -3.74
N -0.94 -0.03 -2.48
C -1.79 -1.24 -2.66
C -2.10 -1.90 -1.34
N -0.84 -2.27 -0.67
C -0.26 -3.52 -1.22
C 1.09 -3.88 -0.61
C 2.27 -3.11 -1.18
N 2.41 -1.72 -0.65
C 3.58 -1.05 -1.26
C 3.52 0.44 -1.07
N 2.25 0.98 -1.62
C 2.21 0.95 -3.11
H 1.59 -0.22 -4.76
H 1.40 -1.06 -3.25
H -0.71 -0.21 -4.57
H -0.32 1.37 -3.94
H -1.55 0.75 -2.25
H -1.25 -1.92 -3.31
H -2.72 -0.98 -3.19
H -2.73 -2.78 -1.51
H -2.66 -1.22 -0.69
H -1.04 -2.46 0.31
H -0.15 -3.40 -2.30
H -0.97 -4.33 -1.06
H 1.27 -4.93 -0.80
H 1.06 -3.78 0.48
H 2.17 -3.03 -2.26
H 3.20 -3.65 -0.98
H 2.59 -1.83 0.35
H 3.58 -1.29 -2.33
H 4.51 -1.45 -0.85
H 4.38 0.91 -1.56
H 3.57 0.70 -0.01
H 2.18 1.95 -1.32
H 3.22 0.79 -3.47
H 1.92 1.95 -3.46
O 0.55 -1.51 1.68
S 0.22 -0.39 2.61
O 1.26 0.04 3.49
N -0.22 0.69 1.52
C -0.48 2.05 1.85
C -0.69 2.56 3.10
C -0.95 3.94 3.28
C -1.00 4.78 2.22
C -0.78 4.28 0.91
C -0.80 5.10 -0.23
C -0.56 4.56 -1.46
C -0.29 3.19 -1.55
N -0.25 2.37 -0.51
C -0.51 2.91 0.73
C -1.16 -0.85 3.57
C -2.39 -1.10 2.96
C -3.46 -1.49 3.75
C -3.28 -1.63 5.13
C -2.06 -1.38 5.72
C -0.98 -0.99 4.94
H -0.65 1.92 3.97
H -1.11 4.31 4.28
H -1.21 5.84 2.35
H -1.01 6.16 -0.12
H -0.57 5.16 -2.36
H -0.08 2.76 -2.52
H -2.52 -0.95 1.90
H -4.42 -1.68 3.30
H -4.12 -1.94 5.74
H -1.93 -1.50 6.79
H -0.01 -0.79 5.38
*
```

Properties
Orbital gap = 8.1 eV
Lowest unoccupied orbital energy = -5.436 eV
Energy above the lowest of the compared OMol25 structures with the same formula, charge and spin = 0.000 eV



No. 3
C25H36As2BrN2O8P2SiTa as an isolated structure, computed with wB97M-V/def2-TZVPD.

Geometry as ORCA input:
```
! RIJCOSX wB97M-V def2-TZVPD def2/J DEFGRID3
* xyz 2 1
Ta 0.89 -0.56 1.07
Br -2.02 6.59 -3.24
C -1.79 4.75 -2.87
C -0.79 4.35 -2.01
C -0.62 3.00 -1.75
C -1.45 2.04 -2.33
C -2.44 2.47 -3.23
C -2.61 3.82 -3.49
N -1.17 0.68 -2.07
C -2.08 -0.19 -2.20
C -1.84 -1.64 -2.17
C -2.93 -2.50 -2.17
C -2.71 -3.87 -2.19
C -1.40 -4.32 -2.24
C -0.37 -3.38 -2.24
N -0.57 -2.08 -2.20
H -0.14 5.08 -1.56
H 0.17 2.67 -1.09
H -3.05 1.75 -3.75
H -3.38 4.14 -4.18
H -3.12 0.10 -2.39
H -3.93 -2.10 -2.16
H -3.54 -4.56 -2.20
H -1.18 -5.38 -2.29
H 0.66 -3.71 -2.28
C 3.02 1.70 3.30
As 3.25 0.74 1.63
C 4.95 -0.14 1.84
C 3.43 2.09 0.27
C 4.07 3.29 0.54
C 4.14 4.27 -0.45
C 3.57 4.04 -1.69
C 2.94 2.83 -1.96
C 2.87 1.85 -0.98
As 2.04 0.12 -1.34
C 3.57 -1.10 -1.42
C 1.54 0.18 -3.19
H 2.24 2.45 3.18
H 3.96 2.18 3.56
H 2.75 0.99 4.08
H 5.72 0.62 1.99
H 5.19 -0.72 0.95
H 4.90 -0.79 2.71
H 4.52 3.49 1.51
H 4.63 5.21 -0.24
H 3.61 4.80 -2.46
H 2.50 2.67 -2.94
H 4.46 -0.55 -1.71
H 3.34 -1.85 -2.18
H 3.73 -1.61 -0.48
H 2.47 0.22 -3.77
H 0.92 1.05 -3.39
H 0.97 -0.73 -3.39
O -2.62 -2.42 2.38
P -1.19 -1.99 2.02
O -0.46 -0.98 2.86
O -1.05 -1.43 0.61
O -0.27 -3.35 2.09
P 1.26 -3.13 1.62
O 1.97 -4.48 1.74
O 1.83 -1.94 2.41
O 1.25 -2.54 0.22
H -2.82 -2.72 3.28
H 1.64 -5.17 2.34
C 0.06 3.99 1.49
Si -0.75 2.39 1.99
C -0.67 2.09 3.83
C -2.43 2.09 1.29
O 0.25 1.13 1.29
H 0.17 4.65 2.35
H -0.53 4.51 0.74
H 1.06 3.83 1.07
H -1.62 1.71 4.20
H -0.45 3.01 4.36
H 0.09 1.35 4.11
H -3.11 2.87 1.65
H -2.83 1.13 1.61
H -2.43 2.13 0.20
*
```

Properties
Orbital gap = 5.2 eV
Lowest unoccupied orbital energy = -7.558 eV
Energy above the lowest of the compared OMol25 structures with the same formula, charge and spin = 3.382 eV



No. 4
C25H36FN4O8SbTc as an isolated structure, computed with wB97M-V/def2-TZVPD.

Geometry as ORCA input:
```
! RIJCOSX wB97M-V def2-TZVPD def2/J DEFGRID3
* xyz 2 4
Tc -0.21 0.54 0.51
O -0.80 1.96 -1.13
C 0.18 2.94 -1.55
C 1.51 2.29 -1.88
N 2.04 1.58 -0.73
C 2.64 2.42 0.29
C 1.63 2.85 1.35
O 1.77 3.81 2.05
O 0.57 2.03 1.38
C 2.66 0.30 -0.98
C 1.63 -0.62 -1.59
O 1.93 -1.34 -2.56
O 0.44 -0.59 -1.11
H -1.04 1.42 -1.89
H 0.27 3.64 -0.72
H -0.21 3.49 -2.41
H 2.20 3.07 -2.23
H 1.37 1.59 -2.71
H 3.08 3.33 -0.12
H 3.42 1.88 0.82
H 2.96 -0.13 -0.02
H 3.53 0.33 -1.65
C -4.52 -4.83 4.24
C -4.76 -3.34 4.05
N -3.95 -2.77 2.96
C -2.76 -2.25 3.25
C -1.93 -1.62 2.35
C -0.58 -1.21 2.87
O -0.30 -1.49 4.02
O 0.23 -0.64 2.03
C -2.39 -1.45 1.02
O -1.82 -0.72 0.15
C -3.59 -2.19 0.66
C -3.97 -2.30 -0.68
C -5.07 -3.04 -1.03
F -5.34 -3.20 -2.34
C -5.89 -3.65 -0.07
C -5.51 -3.53 1.25
C -4.35 -2.84 1.63
N -7.07 -4.38 -0.38
C -7.76 -4.16 -1.65
C -9.26 -4.39 -1.43
N -9.44 -5.30 -0.24
C -8.43 -6.41 -0.29
C -7.06 -5.80 0.00
H -5.16 -5.22 5.03
H -3.48 -5.01 4.53
H -4.72 -5.39 3.32
H -4.49 -2.80 4.96
H -5.81 -3.12 3.86
H -2.42 -2.31 4.28
H -3.37 -1.83 -1.45
H -6.13 -3.99 2.01
H -7.38 -4.82 -2.44
H -7.62 -3.14 -1.98
H -9.73 -4.88 -2.29
H -9.79 -3.47 -1.22
H -10.39 -5.65 -0.18
H -9.26 -4.75 0.60
H -8.49 -6.85 -1.28
H -8.69 -7.17 0.44
H -6.29 -6.37 -0.55
H -6.83 -5.88 1.06
C 0.81 -1.46 -5.55
Sb -0.21 -1.80 -3.74
C -2.22 -1.42 -4.41
C -0.17 -3.90 -3.64
H 0.35 -2.11 -6.29
H 1.86 -1.70 -5.43
H 0.70 -0.42 -5.85
H -2.72 -2.38 -4.55
H -2.14 -0.88 -5.35
H -2.79 -0.81 -3.69
H -0.82 -4.26 -4.43
H -0.51 -4.25 -2.67
H 0.85 -4.24 -3.80
*
```

Properties
Orbital gap (alpha / beta) = 7.0 / 5.7 eV
Lowest unoccupied orbital energy (alpha / beta) = -5.190 / -6.347 eV



> Number 2 is which compound?

C25H35N6O2SY